Entry 1:
96
Properties=species:S:1:pos:R:3 method="wB97M-V/def2-TZVPD" orbital_gap_ev="7.3 / 6.3" charge=0 e_tot_ha=-4100.43689 spin_multiplicity=5 homo_ha="-0.246 / -0.257"
Mn -1.24999 -0.65065 1.34931
C -0.86690 -1.95699 5.55467
C -1.02232 -1.72394 4.08497
N -0.35581 -0.84750 3.42179
O 0.54620 -0.11695 4.18072
C -1.96976 -2.49053 3.31214
C -2.80699 -3.59644 3.87236
N -2.07103 -2.13498 2.04593
O -2.85854 -2.73335 1.23884
H 0.03913 -1.48350 5.92034
H -0.83894 -3.02520 5.76550
H -1.72070 -1.52669 6.08158
H 0.85291 0.55880 3.56559
H -3.34654 -3.27302 4.76437
H -2.20039 -4.46625 4.13650
H -3.51831 -3.88774 3.10310
C 0.38025 1.00339 -3.38440
Sb 0.09111 0.71495 -1.26617
C -1.31114 -0.96554 -0.81627
C -0.84269 -2.14094 -1.59229
C -0.77791 -3.40528 -0.98597
C -0.50762 -4.51750 -1.75710
C -0.32602 -4.36884 -3.12711
C -0.39061 -3.09008 -3.64580
N -0.62033 -2.00210 -2.91206
Si -3.07596 -0.58859 -1.45524
C -4.21015 0.06137 -0.08043
C -3.20253 0.61216 -2.91742
C -3.80092 -2.24715 -2.00120
C 2.27332 0.63807 -0.50819
C 2.27390 -0.25807 0.68418
C 3.32338 -0.23388 1.61386
C 3.41752 -1.22387 2.57177
C 2.46709 -2.23587 2.58590
C 1.41639 -2.14390 1.69716
N 1.29419 -1.16682 0.78940
Si 2.56099 2.47521 -0.05490
C 1.65445 2.77721 1.57732
C 1.90134 3.64589 -1.37895
C 4.39534 2.91402 0.13635
Si 3.54169 -0.11718 -1.72428
C 3.92481 1.05795 -3.15222
C 3.01753 -1.81262 -2.31402
C 5.20774 -0.40646 -0.86850
H -0.60622 1.01798 -3.83956
H 0.96253 0.17862 -3.78326
H 0.87340 1.96209 -3.54134
H -0.98855 -3.48983 0.06982
H -0.44967 -5.49994 -1.30391
H -0.12856 -5.21653 -3.76886
H -0.23393 -2.91966 -4.70758
H -4.37514 1.13991 -0.16043
H -3.80819 -0.15431 0.90859
H -5.17947 -0.43752 -0.14371
H -2.64437 1.53522 -2.74706
H -4.25052 0.87968 -3.07929
H -2.82890 0.14432 -3.83123
H -3.75336 -2.94563 -1.16271
H -3.25443 -2.68028 -2.84244
H -4.84617 -2.14408 -2.30348
H 4.07520 0.54102 1.55357
H 4.23298 -1.22244 3.28385
H 2.51718 -3.04808 3.29770
H 0.63460 -2.89551 1.68781
H 0.64663 2.35174 1.53091
H 1.55489 3.84450 1.78711
H 2.18279 2.32508 2.42010
H 0.82307 3.54887 -1.50982
H 2.38227 3.46335 -2.34344
H 2.11167 4.68085 -1.09998
H 4.84359 2.51107 1.04686
H 4.51225 3.99991 0.17120
H 4.97790 2.54901 -0.71126
H 3.04220 1.38811 -3.69771
H 4.58274 0.55049 -3.86220
H 4.44984 1.94708 -2.79564
H 2.15444 -1.75604 -2.96805
H 2.74779 -2.45488 -1.47176
H 3.82623 -2.29698 -2.86641
H 5.63543 0.50086 -0.43723
H 5.91508 -0.78416 -1.61187
H 5.13135 -1.15366 -0.07709
C -2.96497 4.95625 -0.99542
N -2.67351 3.99973 0.06350
C -3.36884 4.00855 1.23076
C -3.21162 3.05380 2.15822
C -2.33675 1.94741 1.84312
O -2.23746 0.93256 2.56957
N -1.60007 2.00043 0.70787
C -1.74495 2.99170 -0.18600
O -1.09630 3.05307 -1.25134
H -3.42446 5.84148 -0.56212
H -3.64249 4.51774 -1.73027
H -2.04373 5.22432 -1.50310
H -4.05676 4.83288 1.36348
H -3.75387 3.05930 3.09047



Entry 2:
18
Properties=species:S:1:pos:R:3 method="wB97M-V/def2-TZVPD" e_above_lowest_kcal_mol=4.50 orbital_gap_ev=9.7 charge=0 e_tot_ha=-836.45855 spin_multiplicity=1 homo_ha=-0.340
C 0.42577 1.35246 -1.09387
C -1.45141 0.22440 1.28665
C -0.88182 -0.67876 0.10965
C 0.52905 -0.06577 -0.50498
N 1.56968 -0.14862 0.55298
O 0.78893 2.26457 -0.18995
O 0.03096 1.67042 -2.16490
O -0.77330 -2.06832 0.34509
S 0.94608 -1.21658 -1.95701
H -0.70075 0.32249 2.11452
H -2.39911 -0.24684 1.50694
H -1.60056 1.12245 0.71732
H -1.50811 -0.54136 -0.85001
H 2.43353 -0.36919 0.06257
H 1.17926 1.98768 0.67812
H 1.35275 -1.02397 1.03731
H -0.26563 -2.20634 1.16512
H 0.32469 -0.37870 -2.81555



Entry 3:
36
Properties=species:S:1:pos:R:3 method="wB97M-V/def2-TZVPD" e_above_lowest_kcal_mol=18.83 orbital_gap_ev="10.4 / 3.5" charge=+1 e_tot_ha=-916.90092 spin_multiplicity=2 homo_ha="-0.505 / -0.503"
O 0.22489 -0.44848 -0.49380
H 0.40838 -0.25542 0.42560
H -0.58494 -0.95844 -0.47494
O -1.03866 0.73712 2.56108
H -0.48389 1.41056 2.16743
H -1.19810 1.04821 3.45216
O -2.58197 0.63990 -1.29020
H -2.78371 -0.25491 -1.56379
H -3.04189 1.19332 -1.92141
O -1.04581 2.78380 0.25200
H -0.20938 2.67048 0.70341
H -1.08847 2.05060 -0.36189
O 2.08113 -0.39592 2.68649
H 2.04290 0.19225 3.44069
H 2.38585 0.15645 1.96657
O 1.21998 2.18748 1.65244
H 1.57456 2.74698 2.34342
H 1.99163 1.84532 1.20108
O 0.50450 1.52241 -2.67835
H 0.27439 0.84856 -2.03866
H 1.44984 1.42890 -2.79590
O 2.65135 -1.20143 -1.95886
H 1.80832 -1.13479 -1.51044
H 2.58929 -2.00981 -2.46769
O -3.19007 0.17204 1.14521
H -2.89850 0.43291 0.27161
H -2.47866 0.44161 1.72611
O -1.82627 -2.59316 -0.17871
H -1.59965 -3.06654 0.62178
H -2.77784 -2.67378 -0.24397
O -0.49773 -3.90126 -2.49952
H -1.09794 -3.48883 -1.87833
H -0.67830 -4.83805 -2.42183
O 3.07132 0.71940 0.31257
H 3.27351 0.45297 -0.58429
H 3.54994 1.53956 0.43295



Entry 4:
7
Properties=species:S:1:pos:R:3 method="wB97M-V/def2-TZVPD" e_above_lowest_kcal_mol=35.06 orbital_gap_ev=11.6 charge=0 e_tot_ha=-1127.11922 spin_multiplicity=1 homo_ha=-0.429
C -1.62795 -1.25055 -0.86772
C -1.64958 -0.04604 -0.07834
N -1.61680 -2.08650 -1.64395
O -0.26721 0.05473 0.86398
Cl -1.81952 1.45893 -1.02896
Cl -2.79505 -0.30076 1.22378
H 0.22236 0.80538 0.65004



Entry 5:
44
Properties=species:S:1:pos:R:3 method="wB97M-V/def2-TZVPD" e_above_lowest_kcal_mol=1.98 orbital_gap_ev=8.1 charge=0 e_tot_ha=-2803.24758 spin_multiplicity=1 homo_ha=-0.315
Cu 0.76300 1.12768 -1.79764
O -1.20690 -0.20724 -1.13315
C -0.50582 -0.28627 -0.12476
N -0.79867 -0.95698 1.01943
C 0.26364 -0.83064 2.00051
C 1.25909 0.07051 1.18164
O 2.32941 0.44914 1.60898
N 0.72023 0.32897 -0.03849
C -0.21692 -0.14542 3.28687
C -1.53648 -0.31054 3.69675
C -1.98710 0.23280 4.89092
C -1.11550 0.95002 5.69971
C 0.20231 1.11460 5.29908
C 0.65387 0.56799 4.10392
C 0.87722 -2.18878 2.36613
C 2.18910 -2.30124 2.81461
C 2.69044 -3.53619 3.20802
C 1.89179 -4.66969 3.16906
C 0.57943 -4.56146 2.72817
C 0.08024 -3.32896 2.33330
H -1.65934 -1.46035 1.12139
H -2.23806 -0.86177 3.08190
H -3.01923 0.09530 5.18770
H -1.46076 1.37587 6.63328
H 0.89294 1.67259 5.91931
H 1.68156 0.69881 3.79658
H 2.81515 -1.42093 2.84704
H 3.71623 -3.60624 3.54855
H 2.28718 -5.62856 3.47941
H -0.05781 -5.43598 2.69051
H -0.94556 -3.27255 1.98889
N 0.82511 1.89832 -3.48768
C 0.35088 2.18301 -4.49061
C -0.25741 2.54142 -5.76143
C -1.21835 1.69813 -6.30492
C -1.80723 2.04242 -7.51096
C -1.43329 3.21427 -8.15637
C -0.46962 4.04902 -7.60386
C 0.12557 3.71589 -6.39829
H -1.49919 0.79154 -5.78586
H -2.55794 1.39629 -7.94484
H -1.89784 3.48051 -9.09715
H -0.18216 4.95973 -8.11128
H 0.87677 4.35497 -5.95438



Entry 6:
179
Properties=species:S:1:pos:R:3 method="wB97M-V/def2-TZVPD" e_above_lowest_kcal_mol=0.00 orbital_gap_ev=8.8 charge=0 e_tot_ha=-4031.14250 spin_multiplicity=1 homo_ha=-0.307
C 5.43398 0.96323 5.03553
C 4.67768 -0.25198 5.50195
N 4.48081 -1.24827 4.40183
C 3.39465 -0.65319 3.56419
C 3.41565 -1.25338 2.15909
C 4.08446 -2.56561 4.87424
C 5.27852 -3.37418 5.40699
H 5.62159 1.58759 5.93156
H 4.86843 1.63553 4.37721
H 6.36584 0.62631 4.55824
H 5.15683 -0.82246 6.29853
H 3.67970 0.08104 5.87698
H 2.42063 -0.88165 4.02756
H 3.52050 0.43688 3.52442
H 2.57828 -0.98314 1.51641
H 4.32603 -1.00673 1.59897
H 3.36563 -2.32254 2.19874
H 3.57335 -3.08554 4.04926
H 3.35470 -2.46102 5.73316
H 4.96202 -4.16192 6.05893
H 5.94694 -2.75751 6.00406
H 5.92410 -3.79140 4.62686
C 1.05049 6.00197 -5.08092
C 0.43931 5.18944 -3.97217
N 0.03019 3.82986 -4.43713
C 1.17397 2.90838 -4.23047
C 1.14806 1.79328 -5.28189
C -1.17152 3.37249 -3.72454
C -2.42295 3.89238 -4.48390
H 1.83652 5.41489 -5.54859
H 1.55638 6.88102 -4.64716
H 0.39650 6.36884 -5.88104
H 1.16302 5.12608 -3.14165
H -0.47280 5.67207 -3.60325
H 2.10913 3.50107 -4.33179
H 1.14425 2.43005 -3.22212
H 1.13860 2.20122 -6.31537
H 2.05850 1.23370 -5.17023
H 0.34788 1.05321 -5.19567
H -1.28140 3.66893 -2.64993
H -1.14981 2.28360 -3.71305
H -2.40165 4.99149 -4.57560
H -3.34880 3.64468 -3.96828
H -2.45972 3.44762 -5.51313
C 2.47030 -8.04498 1.17172
C 2.25975 -7.40863 2.59574
O 0.92034 -7.56024 3.16312
C -0.18051 -7.06258 2.76517
O -0.38037 -6.24421 1.90150
O -1.23723 -7.50989 3.49316
C -1.01497 -8.45352 4.62484
H 3.51893 -7.81037 0.96166
H 1.84538 -7.55686 0.41906
H 2.42553 -9.10981 1.06389
H 2.50612 -6.35013 2.56043
H 2.90081 -8.00146 3.22905
H -0.59369 -9.42655 4.37020
H -1.99815 -8.62712 5.07449
H -0.35646 -7.93066 5.36548
C 0.78415 -0.64051 -2.44356
C 2.12950 -1.01906 -1.94947
O 3.11382 -0.46486 -2.90875
C 3.47344 0.77512 -2.67935
O 3.08429 1.48872 -1.76873
O 4.32629 1.21332 -3.59046
C 5.01165 0.28089 -4.50716
H 0.66879 -0.98163 -3.46608
H 0.69911 0.45506 -2.39841
H 0.03657 -1.09713 -1.79141
H 2.30882 -2.09140 -1.99575
H 2.34107 -0.65292 -0.93063
H 5.15457 -0.68759 -4.07615
H 5.91406 0.80099 -4.73045
H 4.40125 0.21236 -5.43409
C -6.60183 3.21350 1.60365
C -5.21041 3.41545 2.22392
O -4.43617 2.21090 2.14706
C -4.73894 1.27007 3.03432
O -5.64560 1.37018 3.86978
O -3.91421 0.24750 2.85920
C -4.30264 -0.98380 3.54322
H -7.15983 2.50726 2.22215
H -6.53605 2.89844 0.57224
H -7.15285 4.16443 1.63827
H -5.28072 3.74214 3.25257
H -4.58465 4.07605 1.60397
H -5.28911 -1.20666 3.21132
H -4.28557 -0.88199 4.61549
H -3.51132 -1.65030 3.22916
C -0.37915 -6.23886 -1.74244
C 0.44857 -6.03530 -2.98105
O 1.62583 -6.90473 -2.98318
C 2.61420 -6.32365 -2.37583
O 2.69771 -5.28804 -1.78404
O 3.72995 -7.11448 -2.54062
C 4.93684 -6.55297 -1.96882
H -1.01564 -5.36432 -1.48047
H 0.22283 -6.28810 -0.80963
H -0.92500 -7.14282 -1.74812
H 0.74468 -4.97265 -3.11247
H -0.09668 -6.35193 -3.88219
H 4.97674 -5.49179 -2.17139
H 5.72595 -7.06680 -2.51332
H 5.03879 -6.79510 -0.90913
C -1.14039 1.73367 -0.53544
C -1.45937 1.20307 0.86769
O -0.56595 0.08924 1.22624
C -0.90328 -1.08231 0.67080
O -1.93476 -1.40201 0.15302
O 0.09188 -2.00693 0.85975
C -0.30566 -3.34164 0.38475
H -0.20367 2.28870 -0.52775
H -1.88552 2.46622 -0.84834
H -1.20016 0.91015 -1.23697
H -2.50022 0.88080 0.94897
H -1.24904 1.98592 1.61855
H 0.52984 -3.95059 0.68753
H -0.44307 -3.19668 -0.67535
H -1.25185 -3.71741 0.79827
C -1.94722 4.42667 4.82128
C -2.23811 4.66735 3.34050
O -1.14456 5.43156 2.80177
C -0.93124 5.28715 1.50318
O -1.67339 4.72270 0.72686
O 0.28586 5.79898 1.25226
C 0.73332 5.92421 -0.11746
H -0.99362 3.88661 5.00105
H -2.71068 3.77722 5.24718
H -1.87254 5.36089 5.38012
H -3.18677 5.19029 3.17085
H -2.29285 3.71326 2.83361
H 1.39911 6.74658 0.04944
H -0.09891 6.16793 -0.75567
H 1.29981 5.05452 -0.39311
C -3.80983 -0.02979 -4.27957
C -2.61802 -0.93058 -3.92686
O -3.11919 -2.00633 -3.13168
C -2.51571 -3.15214 -3.18418
O -1.67503 -3.49990 -3.95447
O -2.98315 -3.97017 -2.21897
C -4.07828 -3.55469 -1.32216
H -3.55566 0.58257 -5.17500
H -4.28362 0.57267 -3.46661
H -4.59331 -0.68847 -4.64246
H -1.80871 -0.35427 -3.42026
H -2.18819 -1.36305 -4.82974
H -3.73325 -2.71747 -0.67077
H -4.25943 -4.44103 -0.71259
H -4.97320 -3.30738 -1.90375
C 1.96612 2.60721 1.63590
C 3.37536 2.51798 1.13559
O 4.17367 3.55777 1.76046
C 4.22660 4.75396 1.16078
O 3.62000 5.08439 0.15214
O 5.02823 5.47247 1.88511
C 5.10997 6.85478 1.46328
H 1.86825 2.46968 2.71888
H 1.38795 1.82002 1.14442
H 1.54867 3.57934 1.39224
H 3.38093 2.67110 0.09547
H 3.83835 1.56467 1.35433
H 5.36932 6.92970 0.40444
H 5.88398 7.32062 2.14918
H 4.16868 7.34149 1.65515
C -5.62377 -0.49230 0.20010
C -5.56454 -0.02378 -1.19409
O -4.73973 1.14682 -1.30613
C -5.33617 2.34676 -1.52075
O -6.52533 2.51734 -1.57816
O -4.38433 3.27759 -1.56679
C -4.80246 4.60394 -1.75128
H -6.28542 -1.34596 0.25651
H -6.16608 0.29187 0.76789
H -4.69823 -0.76431 0.65207
H -6.54993 0.21100 -1.54718
H -5.07380 -0.73843 -1.85342
H -3.90332 5.22236 -1.68847
H -5.56562 4.81016 -1.01237
H -5.28313 4.66339 -2.72929



Entry 7:
16
Properties=species:S:1:pos:R:3 method="wB97M-V/def2-TZVPD" e_above_lowest_kcal_mol=85.87 orbital_gap_ev=9.5 charge=0 e_tot_ha=-362.94869 spin_multiplicity=1 homo_ha=-0.317
C -1.47206 0.07197 0.38380
O -1.10116 1.40603 0.64186
C 1.63494 0.56053 0.43297
C 0.76523 -0.18850 -0.23105
N -0.34366 -0.81749 0.43756
O -0.02795 -1.04610 1.80244
C 0.69987 -0.32928 -1.73206
H -1.91876 1.89777 0.76440
H -1.93293 0.01846 -0.60999
H -2.16591 -0.28046 1.14081
H 1.56319 0.69313 1.50990
H 2.41675 1.09321 -0.09625
H -0.16680 -1.99896 1.91343
H 1.70323 -0.44617 -2.15450
H 0.24849 0.56441 -2.18088
H 0.09755 -1.19854 -2.02245



Entry 8:
10
Properties=species:S:1:pos:R:3 method="wB97M-V/def2-TZVPD" e_above_lowest_kcal_mol=78.90 orbital_gap_ev="8.6 / 9.5" charge=0 e_tot_ha=-590.07050 spin_multiplicity=1 homo_ha="-0.340 / -0.354"
C -1.04483 -0.49254 -0.60583
C -0.61642 0.47780 0.40796
C 1.41713 -0.30260 0.00753
O 0.66868 0.30554 0.88015
F -1.08862 -1.73315 -0.11435
F -0.67584 1.75254 -0.18090
F 1.94527 0.54010 -0.90206
F 2.34634 -1.07584 0.49669
H -1.78892 -0.17304 -1.39408
H -1.16279 0.70120 1.40490



Entry 9:
59
Properties=species:S:1:pos:R:3 method="wB97M-V/def2-TZVPD" e_above_lowest_kcal_mol=33.08 orbital_gap_ev="7.2 / 3.9" charge=+2 e_tot_ha=-5569.64164 spin_multiplicity=2 homo_ha="-0.526 / -0.526"
Sc -0.35256 0.01960 -0.49621
C -2.81120 3.82641 -1.22687
C -2.01151 2.83075 -1.78066
N -1.92634 1.77938 -0.88985
N -2.73820 2.07748 0.22610
C -3.22437 3.34405 0.04335
B -2.70393 1.36268 1.58562
N -1.26131 1.47482 2.12323
C -0.96769 1.99730 3.34242
C 0.41291 1.74926 3.57406
C 0.86066 1.13395 2.41520
N -0.16196 0.94812 1.49235
N -2.94848 -0.18070 1.24412
C -3.86432 -1.02976 1.65379
C -3.79747 -2.23809 0.84067
C -2.81611 -1.93718 -0.13435
N -2.23311 -0.73971 0.18412
H -2.98961 4.80779 -1.69132
H -1.58026 2.74710 -2.78801
H -3.93038 3.78208 0.70228
H -3.38001 1.89522 2.39655
H -1.65665 2.59356 3.93222
H 0.97482 2.11856 4.38117
H 1.88279 0.89266 2.04195
H -4.45594 -0.80975 2.52396
H -4.43302 -3.10061 0.90932
H -2.47322 -2.49856 -0.98416
C 1.30755 2.68259 -1.46048
O 1.63910 1.38610 -0.93854
C 3.04851 1.20437 -1.19549
C 3.65145 -0.13871 -0.76098
O 3.38553 -0.19675 0.61090
C 4.30091 -1.02470 1.27937
H 1.76862 3.39680 -0.79542
H 0.21334 2.73698 -1.49428
H 1.75152 2.76694 -2.48061
H 3.54045 1.98066 -0.66015
H 3.25688 1.36202 -2.27529
H 4.76557 -0.20748 -1.05767
H 3.21189 -1.03592 -1.19154
H 5.01403 -1.52016 0.57877
H 3.72919 -1.78059 1.85042
H 5.01073 -0.49686 1.92639
N 2.49290 -3.88959 3.40945
C 2.02091 -3.58457 2.41160
C 1.34784 -3.42534 1.15128
C 1.01998 -4.52180 0.29366
C 0.46001 -4.29307 -0.93310
C 0.24714 -2.96739 -1.38357
N 0.49828 -1.96069 -0.51205
C 1.04441 -2.15572 0.74792
H 1.27364 -5.53097 0.59938
H 0.13554 -5.08673 -1.64303
H -0.07853 -2.70432 -2.41674
H 1.19159 -1.24436 1.32391
Cl -0.80984 -0.12763 -3.07694
Ge -1.20621 0.89348 -5.69802
Cl -1.49020 -1.22051 -6.17562
Cl -3.15624 1.85747 -5.65458



Question: Which value of charge does entry 8 give?
Answer: 0